Record 1
74
Properties=species:S:1:pos:R:3:lowdin_charge:R:1 method="wB97M-V/def2-TZVPD" gap_ev=2.608 homo_energy_ev=-1.66 e_tot_ev=-2540504.7224 total_charge=-1 lumo_energy_ev=1.0 de_lowest_kj_mol=0.0
C -3.992 -4.663 0.675 -0.280
C -2.856 -4.117 -0.178 -0.342
C -3.368 -3.050 -1.143 -0.301
C -2.900 -1.626 -0.819 -0.322
O -3.897 -0.895 -0.095 -0.111
H -4.811 -5.135 0.092 0.046
H -4.459 -3.865 1.263 0.047
H -3.654 -5.419 1.388 -0.020
H -2.429 -4.959 -0.739 0.017
H -3.070 -3.276 -2.174 0.074
H -4.467 -2.996 -1.099 0.092
H -2.679 -1.069 -1.745 0.041
H -1.982 -1.735 -0.243 0.054
H -3.508 -0.550 0.712 -0.006
C -2.211 0.926 3.722 -1.615
Br -3.739 -0.220 3.583 0.641
Br -0.619 -0.071 4.134 0.524
Br -1.966 1.971 2.131 0.568
H -2.376 1.608 4.542 -0.030
C -0.994 -6.652 3.580 -1.642
Br -1.181 -5.061 2.486 0.586
Br -2.696 -7.264 4.257 0.513
Br -0.089 -8.072 2.630 0.506
H -0.383 -6.431 4.445 -0.048
C 0.819 -0.925 -2.209 -1.608
Br 0.724 -0.261 -0.416 0.550
Br 2.553 -0.566 -2.992 0.510
Br 0.362 -2.778 -2.294 0.638
H 0.091 -0.380 -2.792 -0.059
C 1.662 3.689 0.091 -1.582
Br 1.851 2.692 1.723 0.520
Br 2.420 2.758 -1.409 0.516
Br -0.180 4.162 -0.213 0.555
H 2.212 4.612 0.199 -0.027
C 3.869 2.657 5.305 -1.610
Br 3.839 4.514 5.811 0.562
Br 4.979 1.622 6.488 0.555
Br 2.102 1.929 5.182 0.497
H 4.314 2.599 4.321 -0.033
C 4.367 -1.348 1.440 -1.625
Br 4.624 0.307 0.493 0.531
Br 2.941 -1.208 2.720 0.547
Br 4.070 -2.808 0.231 0.585
H 5.275 -1.549 1.986 -0.033
C 0.027 2.138 9.066 -1.656
Br 0.285 3.760 8.073 0.545
Br -1.256 2.365 10.480 0.575
Br -0.455 0.685 7.911 0.556
H 0.974 1.898 9.528 -0.104
C 0.806 3.765 -5.097 -1.623
Br 0.592 5.311 -3.978 0.574
Br 2.655 3.242 -5.254 0.583
Br -0.284 2.305 -4.511 0.577
H 0.476 4.031 -6.090 -0.088
C 2.306 2.288 -8.780 -1.641
Br 1.886 0.512 -8.190 0.622
Br 3.264 2.269 -10.445 0.584
Br 0.715 3.363 -8.895 0.607
H 2.941 2.737 -8.031 -0.090
C 4.260 1.326 10.508 -1.635
Br 4.089 1.296 12.422 0.580
Br 3.274 -0.105 9.688 0.588
Br 3.748 3.030 9.781 0.567
H 5.304 1.176 10.275 -0.029
C -4.530 1.229 -5.423 -1.646
Br -4.369 3.013 -4.726 0.557
Br -3.982 1.151 -7.268 0.533
Br -3.588 -0.048 -4.348 0.614
H -5.577 0.966 -5.386 -0.032
C -0.338 -0.128 -11.192 -1.669
Br -0.387 1.260 -12.521 0.552
Br -2.002 -0.260 -10.243 0.560
Br 0.182 -1.815 -11.949 0.575
H 0.419 0.146 -10.472 -0.121

***

Record 2
48
Properties=species:S:1:pos:R:3:lowdin_charge:R:1 method="wB97M-V/def2-TZVPD" gap_ev=7.853 homo_energy_ev=-8.60 e_tot_ev=-318547.9824 lumo_energy_ev=-0.8 de_lowest_kj_mol=61.3
C 3.867 -0.663 2.406 -0.060
C 4.337 0.790 2.131 -0.270
O 3.989 1.103 0.794 -0.162
C 3.412 2.393 0.659 -0.178
C 2.679 2.550 -0.685 -0.177
O 1.482 3.277 -0.452 -0.124
C 0.308 2.573 -0.840 -0.136
C -0.074 1.430 0.102 -0.090
C 0.669 0.199 0.188 -0.165
C 0.305 -0.798 1.040 -0.117
C -0.852 -0.679 1.854 -0.384
N -1.356 -1.578 2.710 -0.205
S -2.693 -0.859 3.254 0.835
N -2.662 0.593 2.560 -0.257
C -1.579 0.548 1.764 -0.341
C -1.176 1.605 0.896 -0.148
N -1.957 2.811 0.902 0.174
C -1.915 3.424 1.959 -0.290
O -1.755 4.019 2.930 0.220
H 3.840 -1.199 1.456 0.073
H 4.556 -1.103 3.131 0.070
H 2.850 -0.611 2.803 0.062
H 5.411 0.910 2.321 0.114
H 3.816 1.427 2.859 0.112
H 2.638 2.491 1.435 0.124
H 4.154 3.192 0.793 0.129
H 2.521 1.593 -1.186 0.111
H 3.333 3.136 -1.346 0.125
H -0.505 3.296 -0.792 0.117
H 0.442 2.185 -1.860 0.131
H 1.561 0.048 -0.394 0.017
H 0.876 -1.717 1.100 0.085
Br -4.854 -4.455 -0.849 0.599
C -5.693 -2.697 -0.859 -0.695
C -4.670 -1.600 -0.741 -0.630
Br -4.002 -1.417 1.097 0.771
H -6.418 -2.690 -0.051 0.050
H -6.215 -2.637 -1.812 0.056
H -5.117 -0.635 -0.975 0.062
H -3.804 -1.759 -1.376 0.044
Br -0.915 -0.469 -4.453 0.601
C 0.132 -2.108 -4.351 -0.692
C -0.062 -2.800 -3.029 -0.644
Br 0.925 -1.904 -1.606 0.870
H 1.166 -1.835 -4.538 0.050
H -0.230 -2.731 -5.167 0.057
H 0.335 -3.813 -3.067 0.060
H -1.101 -2.834 -2.715 0.047

***

Record 3
43
Properties=species:S:1:pos:R:3:lowdin_charge:R:1 method="wB97M-V/def2-TZVPD" gap_ev="5.563 / 5.549" homo_energy_ev="-0.45 / -0.46" e_tot_ev=-69209.4278 total_charge=-2 lumo_energy_ev="5.1 / 5.1" multiplicity=3
C 2.010 -0.391 -0.609 -0.341
C 1.555 -0.148 -1.962 -0.412
C 0.359 -0.990 -2.191 -0.500
C 2.163 0.761 -2.988 -0.136
C 0.135 -1.736 -0.949 -0.355
C 1.202 -1.415 -0.040 -0.250
C 1.597 -2.303 1.086 -0.102
C 3.294 0.094 -0.042 -0.072
C -0.255 -1.249 -3.526 -0.112
C -0.767 -2.962 -0.762 -0.073
W -0.181 0.525 -0.869 0.764
Cl -0.483 1.858 -2.875 0.041
Cl 1.081 2.368 -0.049 -0.018
Cl -2.331 -0.262 -1.269 0.032
H 3.004 1.318 -2.586 0.062
H 1.418 1.510 -3.368 -0.052
H 2.479 0.156 -3.847 0.072
H -0.413 -0.318 -4.069 0.021
H -1.210 -1.774 -3.445 0.058
H 0.440 -1.865 -4.096 0.072
H -1.769 -2.713 -1.148 0.016
H -0.822 -3.207 0.313 0.067
H -0.400 -3.869 -1.303 0.083
H 0.771 -2.951 1.410 0.055
H 1.828 -1.577 1.961 0.008
H 2.429 -2.996 0.839 0.074
H 3.525 1.098 -0.380 0.039
H 4.130 -0.541 -0.340 0.082
H 3.223 0.098 1.037 0.076
O 1.177 -0.457 2.783 -0.511
H 0.473 -1.050 3.221 -0.059
S -1.796 1.498 1.305 0.431
C -2.073 0.886 2.858 -0.763
C -3.036 -0.145 3.045 -0.144
C -3.294 -0.666 4.307 -0.142
C -2.625 -0.136 5.416 -0.162
C -1.706 0.906 5.276 -0.130
C -1.409 1.399 4.004 -0.132
H -3.547 -0.551 2.170 0.084
H -4.009 -1.479 4.432 0.079
H -2.836 -0.530 6.405 0.067
H -1.207 1.326 6.159 0.086
H -0.620 2.138 3.859 0.095

***

Record 4
41
Properties=species:S:1:pos:R:3:lowdin_charge:R:1 method="wB97M-V/def2-TZVPD" gap_ev=8.948 homo_energy_ev=-8.19 e_tot_ev=-34483.2299 smiles=Cc1cc(OCCCCCn2ccnc2)cc(C)c1Cl lumo_energy_ev=0.8 de_lowest_kj_mol=0.1
C 1.336 2.222 -0.413 -0.067
C 1.803 0.833 -0.111 -0.282
C 0.885 -0.179 0.139 0.026
C 1.307 -1.470 0.432 -0.254
O 0.490 -2.524 0.717 -0.044
C -0.906 -2.370 0.578 -0.195
C -1.353 -2.405 -0.895 -0.160
C -2.443 -1.388 -1.226 -0.205
C -3.744 -1.624 -0.460 -0.174
C -4.693 -0.424 -0.588 -0.144
N -4.094 0.764 -0.041 -0.105
C -3.484 1.770 -0.738 -0.091
C -2.949 2.609 0.196 -0.168
N -3.209 2.138 1.444 0.057
C -3.888 1.039 1.269 -0.186
C 2.674 -1.744 0.466 0.034
C 3.613 -0.761 0.214 -0.290
C 5.078 -1.063 0.250 -0.076
C 3.156 0.523 -0.076 -0.565
Cl 4.315 1.774 -0.401 0.719
H 0.254 2.291 -0.341 0.064
H 1.645 2.516 -1.416 0.080
H 1.780 2.928 0.287 0.077
H -0.161 0.077 0.111 0.099
H -1.326 -3.214 1.131 0.129
H -1.236 -1.445 1.066 0.117
H -1.694 -3.409 -1.152 0.114
H -0.479 -2.188 -1.514 0.119
H -2.646 -1.423 -2.299 0.119
H -2.068 -0.388 -0.997 0.091
H -4.245 -2.516 -0.837 0.118
H -3.526 -1.782 0.597 0.106
H -5.626 -0.631 -0.055 0.126
H -4.925 -0.239 -1.640 0.128
H -3.492 1.806 -1.808 0.114
H -2.399 3.517 0.053 0.091
H -4.258 0.417 2.060 0.124
H 2.986 -2.750 0.698 0.123
H 5.571 -0.446 1.000 0.077
H 5.249 -2.109 0.486 0.076
H 5.534 -0.837 -0.713 0.076

***

Record 5
47
Properties=species:S:1:pos:R:3:lowdin_charge:R:1 method="wB97M-V/def2-TZVPD" gap_ev="5.313 / 5.230" homo_energy_ev="-0.71 / -1.13" e_tot_ev=-192373.8618 total_charge=-2 lumo_energy_ev="4.6 / 4.1" de_lowest_kj_mol=0.0 multiplicity=3
Pd 0.425 -0.418 0.332 0.193
O -3.969 0.827 -1.809 -0.111
C -3.627 0.431 -0.484 -0.294
C -2.966 1.550 0.323 -0.566
C -3.972 2.703 0.497 -0.225
O -5.164 2.374 1.218 -0.083
C -2.543 1.061 1.722 -0.537
Se -1.701 -0.708 1.913 0.585
C -1.777 2.170 -0.443 -0.543
Se -0.692 0.946 -1.541 0.549
H -3.111 0.853 -2.271 0.005
H -2.947 -0.418 -0.493 0.035
H -4.550 0.081 -0.003 0.117
H -4.238 3.079 -0.497 0.111
H -3.494 3.510 1.058 0.127
H -5.475 1.535 0.863 0.061
H -3.418 1.032 2.373 0.044
H -1.836 1.778 2.141 0.035
H -1.105 2.650 0.269 0.031
H -2.151 2.935 -1.128 0.043
S 1.178 -2.521 0.971 0.436
C 0.231 -2.352 -0.453 -1.288
N -1.077 -2.932 -0.550 -0.145
C -1.648 -2.623 -1.852 -0.322
C -0.594 -3.062 -2.864 -0.477
S 0.992 -2.625 -2.089 0.764
H -1.642 -2.563 0.213 -0.010
H -1.835 -1.552 -1.979 0.036
H -2.582 -3.174 -1.989 0.109
H -0.704 -2.546 -3.818 0.061
H -0.629 -4.141 -3.026 0.054
N 0.967 2.290 2.196 -0.086
C 0.803 1.305 1.599 -0.447
Cl 4.856 -2.129 -1.344 0.658
C 4.917 -1.029 -0.005 -0.615
C 5.850 -1.253 0.982 -0.143
C 5.933 -0.393 2.075 -0.113
C 5.063 0.693 2.166 -0.099
C 4.131 0.925 1.182 -0.040
C 4.018 0.077 0.042 -0.330
C 3.046 0.331 -0.918 0.021
H 6.508 -2.109 0.902 0.089
H 6.659 -0.585 2.856 0.085
H 5.099 1.346 3.030 0.096
H 3.413 1.729 1.280 0.079
H 2.897 -0.314 -1.771 0.015
H 2.462 1.238 -0.869 0.036

***

Record 6
56
Properties=species:S:1:pos:R:3:lowdin_charge:R:1 method="wB97M-V/def2-TZVPD" gap_ev=10.343 homo_energy_ev=-10.03 e_tot_ev=-82118.9506 smiles="CC(C)C[C@H](C)CO[C@@]1(S)OC(=O)O[C@@H]1CCC(F)(F)C(F)(F)C(F)(F)C(F)(F)S(F)(F)(F)(F)F" lumo_energy_ev=0.3
C -2.439 -3.679 0.657 -0.064
C -3.467 -3.797 -0.495 -0.392
C -4.708 -2.897 -0.277 -0.066
C -2.845 -3.633 -1.897 -0.158
C -2.560 -2.219 -2.437 -0.339
C -1.678 -2.315 -3.693 -0.063
C -1.966 -1.253 -1.419 -0.149
O -0.623 -1.658 -1.099 -0.112
C 0.245 -0.663 -0.673 -0.757
S 0.672 0.484 -2.012 0.926
O -0.353 0.085 0.388 0.073
C -0.292 -0.735 1.483 -0.581
O -0.979 -0.648 2.418 0.211
O 0.713 -1.625 1.340 0.092
C 1.366 -1.416 0.078 -0.204
C 2.736 -0.758 0.290 -0.078
C 2.860 0.234 1.476 -0.036
C 3.057 1.672 1.042 -0.426
F 2.024 2.072 0.261 0.064
F 4.179 1.787 0.282 0.117
C 3.228 2.683 2.249 -0.330
F 3.447 1.938 3.358 0.130
F 4.311 3.449 2.069 0.151
C 2.012 3.624 2.609 -0.351
F 0.869 2.986 2.368 0.163
F 2.090 3.839 3.940 0.154
C 1.941 5.113 2.060 -0.436
F 0.866 5.636 2.640 0.147
F 3.023 5.733 2.497 0.149
S 1.782 5.454 0.189 0.794
F 0.628 6.517 0.402 -0.123
F 0.691 4.298 0.099 -0.128
F 2.959 4.399 -0.052 -0.128
F 2.850 6.621 0.254 -0.123
F 1.673 5.657 -1.370 -0.104
H -2.456 -2.688 1.124 0.060
H -1.417 -3.831 0.288 0.075
H -2.636 -4.420 1.436 0.079
H -3.826 -4.834 -0.468 0.121
H -5.581 -3.489 0.021 0.073
H -4.996 -2.357 -1.185 0.069
H -4.544 -2.161 0.518 0.074
H -1.916 -4.220 -1.937 0.119
H -3.528 -4.108 -2.617 0.120
H -3.504 -1.755 -2.758 0.136
H -1.660 -1.375 -4.253 0.081
H -0.649 -2.573 -3.421 0.074
H -2.051 -3.109 -4.350 0.081
H -2.549 -1.240 -0.491 0.117
H -1.962 -0.233 -1.823 0.115
H 1.271 -0.493 -2.707 -0.092
H 1.507 -2.369 -0.438 0.167
H 3.057 -0.302 -0.652 0.109
H 3.434 -1.578 0.491 0.126
H 3.722 -0.042 2.086 0.138
H 1.975 0.194 2.113 0.133